Entry 1:
312
Properties=species:S:1:pos:R:3 method="wB97M-V/def2-TZVPD" gap_ha=0.3088 relative_energy_kj_mol=0.00 lumo_ev=0.23 e_homo_ev=-8.174
C 2.59496 -5.40119 -1.46285
O 3.70886 -4.55824 -1.58561
C 3.50432 -3.31006 -0.94198
C 4.80050 -2.51644 -1.07673
N 5.97304 -3.14770 -0.44566
C 7.24226 -2.59731 -0.83683
C 7.51565 -1.22817 -0.38187
O 6.83235 -0.21395 -1.00944
C 7.28490 0.08754 -2.31581
H 2.35220 -5.64398 -0.46074
H 2.89288 -6.33569 -2.00913
H 1.68209 -5.06756 -2.01945
H 3.18622 -3.42366 0.14028
H 2.67282 -2.82209 -1.30902
H 4.63170 -1.47573 -0.60592
H 4.89288 -2.28914 -2.19207
H 5.97317 -4.13621 -0.69404
H 7.25132 -2.54029 -1.93874
H 8.02375 -3.26240 -0.45507
H 8.58854 -1.06863 -0.46209
H 7.28353 -1.14391 0.67473
H 8.34317 0.12320 -2.33723
H 6.87598 1.07581 -2.56341
H 7.10247 -0.74602 -2.99667
C -1.73194 0.44563 -3.91072
O -0.92127 0.64720 -2.79289
C -0.83357 2.03017 -2.42703
C -0.39756 2.00562 -0.97324
N -1.44069 1.57031 -0.09210
C -0.97109 1.33185 1.29468
C 0.09817 0.30379 1.50130
O -0.51080 -0.91086 1.14174
C 0.31564 -2.04109 1.20615
H -2.73961 0.86873 -3.74943
H -2.00173 -0.62550 -4.10575
H -1.29343 0.82613 -4.84554
H -1.79579 2.47513 -2.65697
H -0.04437 2.54934 -3.00660
H 0.04322 2.91926 -0.70988
H 0.44621 1.31669 -1.00358
H -1.78759 0.69098 -0.39613
H -1.82849 0.91212 1.86919
H -0.69608 2.31318 1.72744
H 0.43124 0.34407 2.52951
H 0.93859 0.45123 0.80886
H -0.18852 -2.87573 0.79177
H 0.57806 -2.23127 2.22810
H 1.22261 -1.85012 0.62225
C 6.45337 7.00760 -0.16129
O 6.24567 6.47541 1.16447
C 7.38077 5.87470 1.69304
C 7.31153 5.89074 3.23950
N 6.02674 5.33529 3.67885
C 5.91312 3.93168 3.34850
C 4.54118 3.36170 3.70672
O 3.55936 3.76824 2.74430
C 2.30939 3.31435 3.15486
H 5.50794 7.44491 -0.51381
H 6.87432 6.19035 -0.80181
H 7.29389 7.75647 -0.15060
H 8.21501 6.46098 1.38907
H 7.40897 4.83860 1.20534
H 7.33953 6.89891 3.53123
H 8.14948 5.31177 3.62911
H 5.28539 5.92682 3.26576
H 6.64100 3.38959 3.98534
H 6.04035 3.69020 2.29679
H 4.23524 3.74458 4.69721
H 4.62427 2.23862 3.66229
H 1.98446 3.86801 4.03518
H 2.36702 2.29963 3.40145
H 1.52232 3.47431 2.37134
C 1.21178 1.89773 6.91928
O 2.16524 1.24532 6.07211
C 2.88885 0.26035 6.75038
C 3.74440 -0.52756 5.80756
N 2.94138 -1.22184 4.79314
C 3.66872 -1.81288 3.65483
C 4.32489 -0.87881 2.66073
O 3.43185 0.13917 2.23681
C 4.05396 1.05379 1.32909
H 0.67270 2.68960 6.39998
H 1.61313 2.27712 7.85309
H 0.41949 1.20962 7.25561
H 2.08366 -0.36256 7.23074
H 3.41769 0.67430 7.62833
H 4.37276 -1.24568 6.31254
H 4.38568 0.24945 5.37839
H 2.26927 -0.52359 4.44260
H 2.96827 -2.40965 3.09559
H 4.48178 -2.41560 3.95973
H 4.61591 -1.45731 1.75169
H 5.27808 -0.44446 2.95828
H 4.20002 0.44115 0.40267
H 5.03414 1.34408 1.69866
H 3.53071 1.97084 1.31538
C -4.03544 -12.60631 2.89599
O -2.71892 -12.85219 3.32783
C -1.69986 -12.40232 2.47184
C -1.64595 -10.91887 2.45783
N -1.34564 -10.49950 3.90162
C -1.34254 -9.07795 4.12846
C -0.04854 -8.40472 3.85312
O -0.31355 -7.04306 4.00414
C 0.46113 -6.24389 3.07084
H -4.22063 -11.51233 2.86272
H -4.67179 -12.94767 3.67148
H -4.23315 -13.12368 1.90995
H -2.01968 -12.65790 1.48252
H -0.80602 -12.91834 2.77102
H -2.47462 -10.31825 2.03230
H -0.69561 -10.61125 1.88134
H -1.98834 -10.99244 4.49035
H -1.54765 -8.94023 5.20534
H -2.10976 -8.58744 3.47919
H 0.30902 -8.61457 2.82650
H 0.76809 -8.68248 4.54069
H 1.55875 -6.30859 3.17615
H 0.12330 -5.22274 3.25543
H 0.17405 -6.54765 2.05334
C -4.95617 -4.89947 7.55851
O -4.77767 -4.79920 6.17572
C -3.48231 -4.50010 5.81386
C -3.51839 -4.05185 4.35959
N -4.29919 -2.84827 4.19772
C -4.48112 -2.37415 2.88796
C -5.62889 -3.03095 2.09269
O -6.73699 -2.85030 2.90320
C -7.94258 -2.45437 2.20958
H -4.32369 -5.66498 7.98911
H -5.97194 -5.25386 7.63173
H -4.93293 -3.97073 8.07678
H -2.88193 -5.41514 5.94027
H -3.09519 -3.79758 6.53249
H -4.02037 -4.91325 3.89084
H -2.59456 -3.99930 3.82224
H -5.13545 -2.91680 4.75214
H -3.53171 -2.52062 2.25867
H -4.63272 -1.30430 2.84470
H -5.39308 -4.09346 1.90810
H -5.75486 -2.63025 1.11271
H -8.57241 -2.05801 3.00103
H -8.45172 -3.25917 1.67712
H -7.69237 -1.63560 1.50880
C -5.89439 1.27536 2.88224
O -5.94756 0.56712 1.69397
C -4.74874 0.70608 0.96945
C -4.95100 0.10734 -0.37782
N -5.90696 0.85100 -1.16917
C -6.06799 0.36517 -2.52364
C -7.15905 1.19639 -3.23195
O -6.81159 2.56719 -3.23773
C -5.71446 2.85463 -4.09091
H -5.01018 0.90142 3.42464
H -6.76821 1.01149 3.41852
H -5.74872 2.31314 2.70568
H -3.90404 0.16275 1.42050
H -4.44963 1.74689 0.89535
H -5.31938 -0.91809 -0.23619
H -3.96327 0.08878 -0.80199
H -5.72302 1.87636 -1.25393
H -6.30664 -0.70505 -2.44107
H -5.21664 0.41739 -3.21975
H -8.14780 1.14600 -2.77587
H -7.21565 0.79117 -4.30386
H -5.61030 3.94814 -4.08850
H -5.90669 2.51816 -5.14387
H -4.76932 2.35450 -3.77872
C 0.86119 -3.92831 -5.48925
C -0.10034 -2.82893 -5.09823
C -0.58697 -2.16483 -6.37834
O -1.21928 -3.53394 -4.49625
H 0.38287 -4.65222 -6.19230
H 1.09758 -4.50768 -4.64433
H 1.72676 -3.48902 -5.94772
H 0.34768 -2.03538 -4.52625
H -1.24923 -1.30830 -6.14798
H -1.18685 -2.90343 -6.94831
H 0.31847 -1.83777 -6.88226
H -1.79471 -2.83777 -4.26076
C -2.76292 3.11764 3.75102
C -1.52984 3.82859 4.38973
C -1.37635 5.27668 4.02233
O -1.63926 3.67071 5.80964
H -2.86984 2.04042 3.93717
H -2.63163 3.15648 2.69677
H -3.61938 3.70329 4.07211
H -0.65180 3.31356 4.01675
H -0.95129 5.24512 3.00081
H -0.68034 5.75955 4.70536
H -2.35642 5.75370 4.05461
H -2.55300 3.80521 6.01566
C 2.73358 -4.95304 5.80460
C 1.32556 -4.30126 5.87683
C 1.07691 -3.78525 7.34175
O 1.12108 -3.20385 4.99220
H 3.56989 -4.26248 6.02940
H 2.97334 -5.25001 4.75367
H 2.75754 -5.87238 6.41839
H 0.53709 -4.98794 5.64211
H 0.16391 -3.19395 7.37518
H 1.92234 -3.09667 7.63378
H 1.06665 -4.61387 8.05221
H 1.82859 -2.51358 5.16130
C -3.79874 1.57750 -7.28547
C -2.63516 2.10109 -8.19735
C -3.05510 3.22541 -9.15697
O -1.48328 2.52444 -7.46467
H -3.98546 2.42131 -6.62241
H -3.60338 0.65255 -6.70991
H -4.73240 1.36819 -7.80931
H -2.28581 1.30989 -8.87066
H -3.64906 3.92605 -8.56162
H -3.70909 3.00012 -10.04747
H -2.12557 3.64868 -9.51386
H -1.66010 3.26541 -6.86985
C 1.60717 7.49852 -5.50648
C 2.14787 6.23521 -4.88481
C 1.36447 4.87407 -4.94208
O 3.43183 5.96785 -5.59892
H 1.35302 7.39339 -6.57147
H 2.49924 8.18165 -5.42859
H 0.83692 7.99682 -4.89394
H 2.35293 6.41064 -3.82435
H 0.61747 4.82182 -4.13106
H 2.04700 3.99219 -4.88220
H 0.84498 4.81860 -5.92579
H 3.92450 6.83358 -5.70516
C -3.92332 6.00653 1.17275
C -3.77054 4.63603 0.43641
C -4.00784 4.71954 -1.03905
O -2.42362 4.33803 0.65881
H -3.27614 6.71431 0.64722
H -3.57976 5.77562 2.17170
H -4.96965 6.33666 1.10642
H -4.44863 3.91198 0.86353
H -5.07461 4.91420 -1.17270
H -3.71925 3.79282 -1.59882
H -3.41911 5.54275 -1.47538
H -2.13918 3.45700 0.33296
C -2.36843 -4.71499 0.14454
C -2.02420 -4.01341 -1.17245
C -2.39279 -2.48386 -1.05836
O -0.58090 -4.29164 -1.40302
H -3.39741 -4.35938 0.42091
H -1.56702 -4.47606 0.90286
H -2.38482 -5.84458 0.01928
H -2.54138 -4.41679 -2.07913
H -1.80089 -1.90296 -1.81084
H -2.11763 -2.09199 -0.06266
H -3.45529 -2.37672 -1.19480
H -0.36671 -3.90882 -2.30060
C 2.89563 1.02110 -8.21282
C 1.99029 2.16870 -8.03236
C 2.76503 3.46317 -8.15991
O 0.91886 2.07641 -8.94566
H 3.89198 1.18544 -7.78241
H 2.97759 0.79716 -9.27366
H 2.52446 0.14833 -7.71767
H 1.63774 2.15602 -6.95909
H 2.15493 4.34857 -8.03553
H 3.31319 3.64910 -9.08964
H 3.57605 3.49551 -7.34012
H 0.09294 2.42882 -8.48893
C 2.35563 0.72393 -3.40210
C 2.73500 -0.48843 -4.21995
C 4.15244 -0.42638 -4.74546
O 2.52431 -1.73653 -3.46998
H 1.37764 0.57881 -2.98134
H 2.45072 1.61306 -4.06034
H 3.12819 0.89255 -2.66587
H 2.04430 -0.54068 -5.08096
H 4.85080 -0.50274 -3.86937
H 4.27169 0.57595 -5.12586
H 4.34031 -1.22772 -5.51565
H 3.06149 -2.35150 -3.94987
C -2.50779 -0.82557 7.36911
C -2.22257 -0.09995 6.03952
C -1.14993 -0.84748 5.19788
O -3.46490 0.02423 5.31664
H -2.56041 -1.88229 7.15645
H -3.31153 -0.47407 8.03122
H -1.55234 -0.64140 7.91563
H -1.92651 0.95073 6.22108
H -0.27735 -0.99656 5.85304
H -0.87101 -0.29188 4.28124
H -1.57563 -1.78834 4.80324
H -3.73534 -0.83038 5.06560
C 2.44490 4.21192 -1.61436
C 3.91311 4.55916 -1.89828
C 4.80450 3.86287 -0.92781
O 4.34891 4.14137 -3.25697
H 2.28968 4.30627 -0.53568
H 2.22687 3.16804 -1.89969
H 1.74639 4.80524 -2.23109
H 4.00817 5.62614 -1.90779
H 4.76723 4.30173 0.09684
H 5.82400 3.86691 -1.33813
H 4.50342 2.86910 -0.72506
H 4.16960 4.75078 -3.94019
C -3.33500 6.57745 -6.94560
C -2.19757 6.23107 -5.99291
C -2.57649 5.89919 -4.53727
O -1.45824 5.05931 -6.47756
H -3.87457 7.45626 -6.59620
H -4.10180 5.82349 -7.16265
H -2.97102 6.98105 -7.89469
H -1.52166 7.08753 -6.01249
H -2.98970 4.89652 -4.41476
H -3.25535 6.66088 -4.11667
H -1.65359 5.97238 -3.98200
H -1.10713 5.28296 -7.33830

=====

Entry 2:
56
Properties=species:S:1:pos:R:3 method="wB97M-V/def2-TZVPD" s_squared=0.765 gap_ha="0.3326 / 0.1226" lumo_ev="4.03 / -1.64" spin_multiplicity=2 total_charge=-2 e_homo_ev="-5.016 / -4.981"
Y 0.28854 -0.20494 -0.01302
C 2.91857 3.13448 -1.26095
F 3.04210 2.75240 -2.53590
F 3.58939 2.23652 -0.57407
F 3.55765 4.28345 -1.15287
S 1.08933 3.19643 -0.62924
O 1.08282 3.00365 0.81458
O 0.56426 4.46645 -1.14948
N 0.33284 1.71544 -1.07411
S -0.29875 2.10707 -2.51137
O 0.34729 3.15619 -3.32933
O -0.51357 0.81603 -3.19137
C -2.14773 2.66459 -2.01876
F -1.98748 3.77062 -1.29738
F -2.85305 2.91240 -3.08248
F -2.72150 1.72550 -1.36317
C 2.37918 -0.56085 4.14604
F 1.08784 -0.63700 4.49557
F 3.13655 -0.21264 5.14521
F 2.70665 -1.78834 3.80236
S 2.68188 0.65009 2.63672
O 2.56999 2.03833 3.16627
O 4.00927 0.24925 2.14881
O 1.66076 0.29536 1.71187
C -3.43899 -1.52044 -2.71461
F -3.68297 -0.19664 -2.90830
F -4.50529 -2.23705 -2.93178
F -2.42367 -1.95596 -3.49635
S -2.93823 -1.82107 -0.85457
O -4.11762 -1.42514 -0.11804
O -2.61287 -3.23518 -0.72609
O -1.73316 -0.98951 -0.52933
C -3.25357 2.27118 1.99105
F -4.02652 1.46479 1.22575
F -2.67736 3.19213 1.22968
F -4.01496 2.83710 2.90447
S -1.90953 1.01710 2.72988
O -1.06959 0.61007 1.57690
O -1.14186 1.86567 3.66183
O -2.71447 -0.04584 3.33799
C 2.63965 -1.05283 -3.74245
F 3.99434 -1.02548 -3.75672
F 2.19262 0.24078 -3.91658
F 2.02814 -1.90371 -4.60099
S 2.07644 -1.64751 -1.96572
O 0.58703 -1.54673 -1.89522
O 2.68346 -2.98551 -1.74631
O 2.44529 -0.61033 -0.99947
C -0.61300 -4.16805 2.49566
F -0.82014 -5.48381 2.60738
F -1.66859 -3.64390 1.90073
F -0.51302 -3.45224 3.61983
S 0.95876 -3.68096 1.37780
O 0.67645 -2.27539 0.90865
O 2.13997 -3.77061 2.17364
O 0.93041 -4.59543 0.27733

=====

Entry 3:
17
Properties=species:S:1:pos:R:3 method="wB97M-V/def2-TZVPD" gap_ha=0.3616 relative_energy_kj_mol=179.84 lumo_ev=1.05 e_homo_ev=-8.787
C -1.43162 -0.00160 -1.41215
C -0.35275 -0.04144 -0.34941
C 0.12564 1.24491 0.39126
C 1.26178 0.29184 0.85411
C 1.17373 -0.31193 -0.58162
C 0.45799 -0.74638 1.64232
C -0.58819 -0.97196 0.84905
H -1.37637 -0.86025 -2.09004
H -2.41640 -0.02308 -0.92947
H -1.38216 0.91262 -2.01212
H -0.53678 1.67118 1.15105
H 0.47629 2.01965 -0.30287
H 2.19688 0.66325 1.27674
H 1.48668 -1.35375 -0.70730
H 1.62801 0.32746 -1.34876
H 0.70724 -1.17358 2.60653
H -1.42996 -1.64694 0.96270

=====

Entry 4:
17
Properties=species:S:1:pos:R:3 method="wB97M-V/def2-TZVPD" gap_ha=0.3123 relative_energy_kj_mol=452.37 lumo_ev=0.65 e_homo_ev=-7.851
C -1.08221 1.21384 0.25005
C -1.09027 0.09886 -0.80341
C 0.33837 0.03174 -1.31249
C 1.12682 0.01556 0.01549
C 0.92687 -1.36831 0.67373
C -0.45909 -0.93600 1.15531
C 0.04853 0.55361 1.03452
H -0.88151 2.21828 -0.15474
H -2.00846 1.23205 0.84078
H -1.91800 -0.01454 -1.51532
H 0.57421 0.93942 -1.88993
H 0.54434 -0.83989 -1.94950
H 2.13333 0.45799 -0.03921
H 1.04580 -2.29700 0.09509
H 1.55200 -1.43443 1.58117
H -1.27042 -0.88157 0.05906
H 0.41970 1.01040 1.95938

=====

Results for E: -5431.5143 -6674.1179 -272.6495 -272.5457 (in hartree, following the order of the records).